1.
Below is a molecular structure, C46H59N5O6S2Sc, with properties calculated with ωB97M-V/def2-TZVPD.

## Properties
- HOMO level (eV) = -4.0
- Kohn-Sham gap (eV) = 5.527
- calculated total energy (eV) = -110771.2164

```
! RIJCOSX wB97M-V def2-TZVPD def2/J DEFGRID3
* xyz -1 1
Sc 0.0902 0.0250 -0.9707
C -1.6808 0.0887 1.6031
C -3.0678 -0.0487 0.9807
C -3.2118 -1.3852 0.2497
C -3.4910 1.1663 0.1664
C -4.4748 1.9626 0.7487
C -5.0027 3.0597 0.0988
C -4.5303 3.3769 -1.1596
C -3.5256 2.6371 -1.7713
C -3.0670 3.1244 -3.1399
C -2.7025 4.6155 -3.1229
C -4.1443 2.9213 -4.2130
C -2.9892 1.5121 -1.0993
N -1.9793 0.7115 -1.7335
C -2.4270 0.1929 -2.9014
O -3.5681 0.1769 -3.3511
C -1.3613 -0.5061 -3.6921
C -1.4395 -0.8735 -5.0277
C -0.4014 -1.6329 -5.5443
C 0.6087 -2.1073 -4.7066
C 0.5553 -1.7542 -3.3748
N -0.3524 -0.8907 -2.9404
C 1.2896 -2.4509 -2.2488
O 2.3221 -3.0736 -2.5001
N 0.6026 -2.3610 -1.0871
C 0.8109 -3.4996 -0.2446
C 1.5011 -3.4066 0.9694
C 1.8435 -4.5645 1.6653
C 1.4695 -5.8110 1.2156
C 0.6742 -5.8912 0.0863
C 0.3123 -4.7678 -0.6475
C -0.6475 -5.0600 -1.8031
C -1.8192 -4.0893 -1.9484
C 0.0535 -5.3540 -3.1338
C 1.7875 -2.0912 1.6528
C 3.2693 -1.8623 1.9499
C 0.9644 -2.0486 2.9442
H -1.5350 -0.5958 2.4366
H -1.4291 1.1002 1.9116
H -0.9308 -0.2127 0.8605
H -3.7674 -0.0788 1.8203
H -2.4328 -1.5250 -0.5020
H -4.1734 -1.4516 -0.2608
H -3.1330 -2.2135 0.9578
H -4.8463 1.6945 1.7312
H -5.7782 3.6549 0.5641
H -4.9440 4.2319 -1.6805
H -2.1730 2.5636 -3.4210
H -3.6027 5.2328 -3.0846
H -2.1681 4.8804 -4.0383
H -2.0834 4.8847 -2.2731
H -5.0212 3.5292 -3.9754
H -4.4514 1.8822 -4.2813
H -3.7691 3.2507 -5.1858
H -2.2980 -0.5759 -5.6118
H -0.4037 -1.9097 -6.5911
H 1.3808 -2.7803 -5.0515
H 2.4002 -4.4741 2.5897
H 1.7480 -6.7040 1.7609
H 0.3059 -6.8591 -0.2372
H -1.1106 -6.0083 -1.5125
H -1.5166 -3.1032 -2.2868
H -2.3303 -3.9648 -0.9928
H -2.5389 -4.4893 -2.6670
H 0.6871 -4.5385 -3.4678
H -0.6898 -5.5611 -3.9086
H 0.6950 -6.2317 -3.0323
H 1.4558 -1.2633 1.0095
H 3.6240 -2.5823 2.6915
H 3.4072 -0.8560 2.3481
H 3.8820 -1.9908 1.0548
H 1.3527 -2.7743 3.6620
H -0.0759 -2.3141 2.7448
H 1.0065 -1.0581 3.3875
O 2.1978 2.3205 -0.1239
N 1.0515 1.8180 -0.1981
O 1.3763 -0.7482 9.5428
C 0.5522 0.0697 8.8234
O -0.4414 0.4887 9.3625
C 0.9511 0.3670 7.4355
C 0.0478 1.0594 6.6204
C 0.3502 1.3636 5.3130
C 1.5859 1.0032 4.7253
S 1.9564 1.3548 3.0815
C 2.4901 0.3133 5.5646
C 2.1805 0.0067 6.8722
H 2.0889 -1.0594 8.9745
H -0.9045 1.3473 7.0478
H -0.3680 1.8946 4.6998
H 3.4508 0.0278 5.1546
H 2.9421 -0.5092 7.4523
O 1.9398 0.0816 -1.9329
S 3.2281 0.0122 -2.7357
C 4.3626 -0.8381 -1.6103
C 4.9832 0.2454 -0.7379
C 5.3118 1.3815 -1.7042
C 4.0328 1.6267 -2.5013
H 5.0893 -1.3705 -2.2262
H 3.7412 -1.5708 -1.0969
H 5.8708 -0.1290 -0.2277
H 4.2620 0.5811 0.0112
H 6.1295 1.0806 -2.3664
H 5.6156 2.2942 -1.1915
H 4.1720 2.1007 -3.4713
H 3.3094 2.1720 -1.8902
C 0.8942 4.3569 1.3782
C -0.0035 3.9125 0.2209
C 0.4378 4.5945 -1.0795
C -1.4427 4.2711 0.5728
N -0.0262 2.4412 -0.0330
H 0.5668 5.3508 1.6975
H 1.9404 4.4011 1.0893
H 0.8195 3.6697 2.2187
H 0.2814 5.6731 -1.0012
H -0.1323 4.2214 -1.9296
H 1.4955 4.4084 -1.2591
H -1.5447 5.3546 0.6653
H -1.7131 3.8202 1.5302
H -2.1427 3.9098 -0.1743
*
```

Results of the Löwdin charge analysis, in e, for atoms 1 through 2: 1.123 -0.035

---

2.
Below is a molecular structure, C46H61BGeHfN6O in a non-equilibrium geometry, with properties calculated with ωB97M-V/def2-TZVPD.

## Properties
- HOMO level (spin up / spin down) (eV) = -13.8 / -15.3
- Kohn-Sham gap (spin up / spin down) (eV) = 6.490 / 7.965
- calculated total energy (eV) = -118155.1740

```
! RIJCOSX wB97M-V def2-TZVPD def2/J DEFGRID3
* xyz 3 2
Hf 0.4284 7.2980 22.1508
C 3.1934 3.4809 22.6322
C 2.1009 4.3364 22.0138
C 2.6429 5.7940 21.7037
C 0.9304 4.3571 22.9298
C 0.4012 3.4724 23.8408
C -0.7759 4.0119 24.3179
C -1.4542 3.3897 25.4999
C -0.5819 3.7241 26.7620
C -2.9318 3.5458 25.7745
N -1.0318 5.1705 23.6753
N 0.0186 5.4312 22.9042
B -2.0797 6.3106 23.9648
N -1.3232 7.5189 24.6166
N -0.1009 7.9079 24.0419
C 0.2410 9.1232 24.5119
C -0.7332 9.4921 25.4106
C -1.6720 8.4652 25.5214
C -2.8152 8.3585 26.5518
C -4.2358 8.1937 25.9780
C -2.4357 7.2012 27.5052
C 1.4716 9.8191 24.0337
C 2.4207 10.0769 25.2170
C 1.0591 11.0098 23.1670
N -2.5191 6.8187 22.5482
N -1.5479 7.4614 21.6996
C -2.1646 7.7924 20.5371
C -3.4773 7.3522 20.5964
C -3.6538 6.6967 21.8328
C -4.9530 5.9544 22.1824
C -4.6570 4.4605 22.2752
C -5.8902 6.4729 23.3212
C -1.3931 8.5036 19.4617
C -2.0317 9.8349 19.1046
C 0.1240 8.5787 19.7964
H 3.9614 3.2418 21.9110
H 2.7461 2.5605 23.0679
H 3.6849 4.0161 23.4782
H 1.8091 3.8934 21.0620
H 2.7296 6.4480 22.5670
H 2.1009 6.2520 20.8145
H 3.6086 5.6254 21.1811
H 0.8205 2.5293 24.1222
H -1.3567 2.3071 25.3429
H -0.8027 4.7103 27.1079
H 0.4615 3.6643 26.4537
H -0.7683 2.9969 27.5772
H -3.1369 4.5348 26.0988
H -3.2846 2.8616 26.5715
H -3.6549 3.3105 24.9574
H -2.9940 6.0878 24.6597
H -0.7088 10.4084 25.9690
H -2.8234 9.3321 27.0453
H -4.5763 7.1339 25.8964
H -4.3508 8.6817 24.9369
H -4.9970 8.5490 26.6410
H -2.4950 6.2614 26.9593
H -3.1311 7.1041 28.3327
H -1.4439 7.3082 27.9164
H 2.1237 9.0455 23.3278
H 1.9825 10.9304 25.8214
H 3.3813 10.5530 24.9946
H 2.6467 9.3261 25.9520
H 0.6633 11.8275 23.8267
H 0.2404 10.7869 22.4527
H 1.8897 11.5603 22.7152
H -4.2439 7.5405 19.8506
H -5.5720 6.0337 21.3009
H -4.4738 4.1726 23.2974
H -3.7538 4.1586 21.7228
H -5.5218 4.0244 21.7888
H -5.7287 6.1193 24.3130
H -6.8865 6.1486 23.0306
H -5.8508 7.5645 23.2709
H -1.4546 7.8411 18.5665
H -1.7340 10.4891 19.9144
H -3.0776 9.8056 19.0083
H -1.4359 10.2688 18.2841
H 0.3925 9.0914 20.7745
H 0.6852 9.0717 18.9849
H 0.5615 7.5524 19.7461
O 1.3943 -1.2358 19.2796
C 1.7708 -0.2185 19.5483
C 9.2906 9.3036 18.0017
C 8.2342 9.4750 17.1173
C 7.5428 8.4177 16.5673
C 7.9321 7.0875 16.8099
C 8.8886 6.9101 17.7932
C 9.5613 7.9990 18.4197
Ge 7.3805 5.6949 15.5679
C 6.0840 5.9991 14.2874
C 5.0622 6.9489 14.2080
C 4.4510 7.2005 12.9967
C 4.8068 6.5070 11.7829
C 5.8278 5.5151 11.8923
C 6.3683 5.2371 13.1473
C 8.1945 4.0070 15.6537
C 9.6007 3.9642 15.7392
C 10.2435 2.7459 15.6003
C 9.4655 1.5791 15.4519
C 8.1127 1.6486 15.2058
C 7.4395 2.8508 15.2573
H 9.8335 10.1190 18.4012
H 7.7954 10.4485 16.9403
H 6.6391 8.6835 16.0509
H 9.2434 5.9720 18.1814
H 10.3203 7.7142 19.1627
H 4.7582 7.5195 15.0826
H 3.7376 7.9847 12.9116
H 4.3526 6.7603 10.7733
H 6.2661 4.9811 11.0706
H 7.0888 4.4231 13.1225
H 10.1555 4.8398 16.0619
H 11.2970 2.6992 15.7291
H 9.9757 0.6289 15.3771
H 7.6037 0.6970 14.9724
H 6.3444 2.8522 15.0343
*
```

Results of the Löwdin charge analysis, in e, for atoms 1 through 2: 1.473 -0.048

---

3.
Below is 12 unconnected molecules or ions with the total composition C46H62F11N2O37P2 in a non-equilibrium geometry, with properties calculated with ωB97M-V/def2-TZVPD.

## Properties
- HOMO level (eV) = -11.8
- Kohn-Sham gap (eV) = 9.475
- calculated total energy (eV) = -175910.5913

```
! RIJCOSX wB97M-V def2-TZVPD def2/J DEFGRID3
* xyz 1 1
C -2.9673 2.1125 3.0048
C -2.6132 1.4049 1.9184
C -1.2655 0.7351 1.8222
C -1.0973 -0.7945 2.0663
C 0.0892 -1.2715 1.1126
P 1.3153 -2.1354 2.2241
P 1.7655 -4.0573 1.2931
O 1.0587 -5.0909 2.0470
O 1.2950 -3.9450 -0.2368
O 3.3472 -4.2223 1.2754
C 0.6376 0.0716 0.6513
O 1.4498 0.0833 -0.4304
C 2.5736 0.9935 -0.3079
C 3.1834 1.3271 -1.6481
C 4.1898 2.4563 -1.3645
C 3.9757 0.1234 -2.2017
C 3.3928 -0.5943 -3.4493
C 1.8800 -0.5273 -3.6006
C 3.7512 -2.0865 -3.3147
N -0.6410 0.8605 0.4758
N -0.5711 2.1510 -0.1185
H -2.6016 1.8331 3.9857
H -3.6065 2.9762 2.8876
H -3.2847 1.2918 1.0690
H -0.6310 1.3246 2.4786
H -2.0386 -1.3018 1.8805
H -0.8262 -0.8692 3.1131
H -0.3622 -1.9045 0.3535
H 2.5083 -1.3791 2.1480
H 1.5593 -4.7622 -0.6851
H 3.8029 -3.3864 1.4722
H 1.1136 0.4609 1.5572
H 2.2483 1.9206 0.1723
H 3.3439 0.5467 0.3223
H 2.4678 1.7313 -2.3593
H 3.6372 3.3295 -1.0100
H 4.6974 2.7589 -2.2731
H 4.9166 2.1791 -0.6020
H 4.9555 0.5005 -2.4946
H 4.1473 -0.6286 -1.4300
H 3.9229 -0.2321 -4.3283
H 1.3959 -1.0340 -2.7667
H 1.5013 0.4842 -3.7384
H 1.6234 -1.0831 -4.5048
H 4.8205 -2.2502 -3.1951
H 3.2779 -2.4372 -2.3913
H 3.3165 -2.6812 -4.1132
H -1.2237 0.2364 -0.0984
H -1.4960 2.3638 -0.4753
H 0.0569 2.0994 -0.9172
C -7.1987 -0.1996 3.6189
C -6.9752 1.2427 3.2357
O -6.2945 1.1285 1.9918
C -6.7026 -0.0447 1.4284
O -6.5384 -0.3373 0.2903
O -7.3199 -0.8261 2.3373
F -6.1700 1.8787 4.1256
H -6.3385 -0.6141 4.1476
H -8.0954 -0.3494 4.2137
H -7.8914 1.8145 3.0986
C 7.2583 -0.0185 -0.5101
C 7.4160 0.5752 0.8691
O 6.1582 0.2663 1.4729
C 5.7044 -0.8607 0.8830
O 4.8133 -1.5259 1.3192
O 6.3752 -1.1273 -0.2469
F 7.5680 1.9123 0.8275
H 6.7755 0.6777 -1.1968
H 8.1946 -0.3590 -0.9415
H 8.2183 0.1403 1.4646
C -11.4459 1.4920 -0.0228
C -10.0180 1.0277 -0.0267
O -9.6388 1.1811 1.3335
C -10.7791 1.0329 2.0769
O -10.7760 0.8425 3.2474
O -11.8739 1.1194 1.2996
F -9.2317 1.8171 -0.7992
H -11.5338 2.5715 -0.1416
H -12.0442 0.9992 -0.7845
H -9.8813 -0.0133 -0.3231
C -0.2124 -7.4545 4.2068
C -1.6103 -7.6117 3.6621
O -2.3552 -7.9413 4.8202
C -1.7169 -7.3745 5.8877
O -2.1956 -7.2310 6.9588
O -0.4665 -6.9870 5.5379
F -1.7015 -8.6281 2.7685
H 0.3133 -8.4095 4.2492
H 0.3855 -6.7380 3.6487
H -2.0242 -6.7073 3.2127
C 5.5610 6.4951 -1.6035
C 6.1256 6.7483 -2.9830
O 7.1315 5.7567 -3.0835
C 6.7526 4.7104 -2.3003
O 7.2193 3.6247 -2.3460
O 5.7514 5.0828 -1.4590
F 6.6917 7.9727 -3.0820
H 6.1269 7.0206 -0.8335
H 4.5094 6.7554 -1.5166
H 5.4105 6.6191 -3.7973
C -10.0382 -3.8624 -2.2099
C -11.2612 -3.9951 -1.3310
O -11.6373 -2.6406 -1.1365
C -11.2171 -1.9426 -2.2263
O -11.5829 -0.8502 -2.5057
O -10.3301 -2.6666 -2.9440
F -10.9695 -4.5540 -0.1352
H -9.1340 -3.7148 -1.6180
H -9.8968 -4.7049 -2.8808
H -12.0919 -4.5368 -1.7855
C 5.8339 0.9409 -8.1850
C 4.3837 0.9206 -8.6112
O 3.7058 1.0809 -7.3754
C 4.5309 1.7774 -6.5478
O 4.1883 2.2978 -5.5397
O 5.7915 1.7965 -7.0361
F 4.0319 -0.2614 -9.1645
H 6.1778 -0.0507 -7.8891
H 6.5004 1.3420 -8.9431
H 4.0973 1.7291 -9.2857
C 8.2420 0.7984 4.7405
C 9.2138 0.2438 5.7581
O 10.1726 -0.4070 4.9402
C 10.1934 0.2390 3.7433
O 11.0386 0.1216 2.9239
O 9.1074 1.0428 3.6160
F 8.6445 -0.6729 6.5764
H 7.4805 0.0684 4.4637
H 7.7573 1.7103 5.0655
H 9.7125 1.0006 6.3661
C -1.1397 -3.9056 -5.2130
C -0.8392 -4.5497 -6.5472
O 0.0854 -3.6405 -7.1166
C 0.7440 -3.0303 -6.0938
O 1.7468 -2.4131 -6.2138
O 0.0936 -3.2388 -4.9203
F -1.9374 -4.6232 -7.3327
H -1.9414 -3.1708 -5.2964
H -1.3869 -4.6232 -4.4354
H -0.3799 -5.5373 -6.4821
C 6.7496 0.9561 10.3288
C 7.0175 2.4168 10.0465
O 7.2861 2.4071 8.6518
C 6.6075 1.3560 8.1176
O 6.4108 1.2044 6.9575
O 6.1915 0.5137 9.0842
F 8.1044 2.8737 10.7064
H 7.6720 0.4101 10.5285
H 6.0522 0.7960 11.1459
H 6.1746 3.0806 10.2450
C -11.2697 5.2384 -3.8612
C -9.8251 4.7931 -3.8647
O -9.4583 4.9473 -2.5048
C -10.5872 4.7881 -1.7604
O -10.6028 4.5975 -0.5921
O -11.6883 4.8648 -2.5436
F -9.0462 5.5938 -4.6305
H -11.3566 6.3190 -3.9794
H -11.8748 4.7436 -4.6155
H -9.6706 3.7549 -4.1632
*
```

Results of the Löwdin charge analysis, in e, for atoms 1 through 2: 0.062 -0.116